DFT (ωB97M-V/def2-TZVPD) results for an isolated ion of composition C6H15N2 and charge +1 at a distorted geometry.

Values from the calculation:
electronic energy: -9430.5698 eV
HOMO-LUMO gap: 4.2 eV
charge: +1
energy above the lowest of the compared OMol25 structures with the same formula, charge and spin: 907.2 kJ/mol

CARTESIAN COORDINATES (ANGSTROEM)
N -1.4070 1.4467 0.4477
N 1.8609 -1.5353 0.3418
C 0.5490 0.4388 -1.0581
C 2.4175 -0.1648 0.6325
C -0.4918 -0.4282 -0.3789
C 1.5386 1.0029 -0.0288
C -2.9257 -0.5415 0.4798
C -1.8411 0.2791 -0.3108
H 1.1936 -0.0658 -1.7804
H -2.5035 -0.7080 1.4715
H -2.0636 2.2470 0.4383
H 2.1691 1.7864 -0.4893
H 2.3649 -0.9958 -0.6377
H -0.3191 -0.7792 0.6727
H -2.3744 0.3971 -1.2715
H 0.2447 1.3565 -1.5920
H -0.6526 -1.4092 -0.8989
H -3.9198 -0.0779 0.4385
H 2.3100 -0.0818 1.7116
H -3.0134 -1.5508 0.0657
H 0.9561 1.4840 0.7526
H 3.4449 0.2494 0.5528
H 2.4628 -2.3496 0.4410

Löwdin population analysis, charges in e, atoms 1 to 4: atom 1 (N): 0.42, atom 2 (N): 0.01, atom 3 (C): -0.23, atom 4 (C): -0.31


DFT (ωB97M-V/def2-TZVPD) results for an isolated ion of composition C6H15N2 and charge +2 at a distorted geometry.

Values from the calculation:
spin multiplicity: 2
<S²>: 0.77
electronic energy: -9426.3108 eV
HOMO-LUMO gap (alpha / beta): 11.6 / 8.0 eV
charge: +2
energy above the lowest of the compared OMol25 structures with the same formula, charge and spin: 173.2 kJ/mol

CARTESIAN COORDINATES (ANGSTROEM)
N 1.1015 0.0013 1.2806
N 0.7977 0.9915 -1.5708
C 0.0064 -2.1395 1.3518
C 0.7785 1.0021 2.3555
C 0.1126 -0.8637 0.8650
C -0.9109 -0.1828 -0.0534
C -0.4154 0.0624 -1.4732
C -1.5331 0.5851 -2.3598
H 0.7314 -2.6412 1.9867
H -0.2307 1.3822 2.2637
H -2.2913 1.1528 -1.8172
H 0.9105 0.5679 3.3418
H 0.7011 1.7852 -0.9291
H -1.2484 1.1847 -3.2258
H 0.8719 1.4345 -2.4910
H 1.9233 -0.4844 1.6250
H -0.0273 -0.8463 -1.9307
H 1.6694 0.5383 -1.2927
H -1.2584 0.7023 0.4770
H -0.8211 -2.7977 1.1044
H -1.7197 -0.9121 -0.1066
H -2.0812 -0.2535 -2.7797
H 1.4085 1.8383 2.2107

Löwdin population analysis, charges in e, atoms 1 to 4: atom 1 (N): 0.08, atom 2 (N): 0.24, atom 3 (C): 0.28, atom 4 (C): 0.03


DFT (ωB97M-V/def2-TZVPD) results for a single C6H15N3 molecule at a distorted geometry.

Values from the calculation:
electronic energy: -10931.3159 eV
HOMO-LUMO gap: 7.7 eV
energy above the lowest of the compared OMol25 structures with the same formula, charge and spin: 443.2 kJ/mol

CARTESIAN COORDINATES (ANGSTROEM)
N 0.0090 -0.5930 0.2423
N -0.0329 1.5929 1.5597
N -0.8231 1.8096 -2.0676
C -0.0172 1.7877 -0.8644
C -0.7433 -1.2735 -0.8194
C -0.5635 1.1035 0.3604
C -0.2583 -1.2346 1.5329
C 1.4675 -0.4508 -0.0646
C 2.2111 -1.5531 -0.0633
H -0.6644 1.9597 2.2504
H -1.6441 0.9532 0.3862
H 0.0546 -2.2804 1.5105
H -0.7397 0.9565 -2.6052
H 0.2755 2.8109 -0.6094
H -1.8129 -1.1054 -0.7011
H -0.3957 -0.9190 -1.7873
H 3.2649 -1.4580 -0.2914
H 0.9280 1.1999 -1.0789
H -0.5629 -2.3510 -0.7805
H 0.3063 -0.7223 2.3068
H -1.3262 -1.1985 1.7620
H 0.9888 1.5310 1.5488
H 1.8787 -2.5742 0.1614
H -1.8003 2.0089 -1.8883

Löwdin population analysis, charges in e, atoms 1 to 4: atom 1 (N): -0.32, atom 2 (N): 0.06, atom 3 (N): 0.00, atom 4 (C): -0.29


DFT (ωB97M-V/def2-TZVPD) results for a 2-piece molecular cluster, C6H15N3O overall at a distorted geometry.

Values from the calculation:
electronic energy: -12960.6407 eV
HOMO-LUMO gap (alpha / beta): 7.1 / 5.7 eV
charge: +2
energy above the lowest of the compared OMol25 structures with the same formula, charge and spin: 709.2 kJ/mol

CARTESIAN COORDINATES (ANGSTROEM)
O -0.9066 3.0154 0.9466
N -2.9052 1.7946 0.7928
N 0.9012 -0.7702 -0.6557
N 0.9759 1.7832 -0.3969
C -1.6864 1.9729 1.3699
C 1.1924 -0.7378 -2.0667
C 1.8749 -1.5732 0.2731
C -0.4569 -1.3834 -0.4694
C 0.7462 0.6098 -0.2317
C -1.1927 1.0626 2.2490
H -3.3562 0.9288 0.9357
H 1.7243 -2.6808 -0.0624
H -1.7621 0.3281 2.6919
H -1.3926 3.7545 0.7122
H 1.8556 -1.4861 -2.4094
H -3.5678 2.4338 0.4034
H 1.7297 0.2671 -2.3877
H -1.0580 -0.8667 0.2363
H 0.3548 2.5367 -0.1173
H -0.3099 -2.3815 -0.1554
H -0.9496 -1.3719 -1.4767
H 0.3018 -0.8944 -2.6892
H -0.3250 1.3853 2.9447
H 1.5816 -1.4874 1.2949
H 2.9843 -1.2483 0.0783

Löwdin population analysis, charges in e, atoms 1 to 4: atom 1 (O): 0.09, atom 2 (N): 0.20, atom 3 (N): -0.30, atom 4 (N): 0.37


DFT (ωB97M-V/def2-TZVPD) results for a 2-piece molecular cluster, C6H15N3O2 overall at a distorted geometry.

Values from the calculation:
SMILES: [H]/N=C(\N)NCC.CCC(=O)O
electronic energy: -15030.1473 eV
HOMO-LUMO gap: 9.5 eV
energy above the lowest of the compared OMol25 structures with the same formula, charge and spin: 36.5 kJ/mol

CARTESIAN COORDINATES (ANGSTROEM)
O 3.7571 0.4890 -2.3371
O 3.8014 -1.7070 -2.6046
N -1.4250 0.0960 1.2753
N 0.4493 0.6118 2.5317
N 0.0101 1.6970 0.4873
C -0.2903 0.8521 1.4056
C -2.4472 0.4230 0.3058
C 3.1412 -0.7155 -2.4397
C -3.8287 0.1259 0.8875
C 1.7063 -0.8812 -2.0133
C 1.5203 -1.1289 -0.4678
H 3.6092 1.1417 -3.0247
H 0.7061 2.3614 0.8060
H 1.7178 -2.1974 -0.4217
H 0.9060 -0.2166 -2.3523
H -1.7243 -0.4296 2.0786
H -4.0695 0.8831 1.6496
H -4.6134 0.2559 0.1464
H 0.1121 0.2378 3.3983
H 0.4747 -0.9242 -0.3022
H -3.8642 -0.8241 1.4178
H 1.3665 1.0117 2.6001
H -2.3797 -0.2816 -0.5149
H 1.4040 -1.7681 -2.5264
H -2.2825 1.4271 -0.0622
H 2.2427 -0.5391 0.0768

Löwdin population analysis, charges in e, atoms 1 to 4: atom 1 (O): 0.09, atom 2 (O): 0.12, atom 3 (N): 0.01, atom 4 (N): 0.13